Entry 1:
A gas-phase ion, C19H44N4O4P (charge +1). Source: the OMol25 dataset; level of theory: ωB97M-V/def2-TZVPD.

Each line ends with the Löwdin charge.
Element x y z (Å)
C: 2.55736 -4.56734 2.19646  -0.102
C: 3.41917 -3.56677 1.41217  -0.236
C: 2.57809 -2.39686 0.83552  -0.222
C: 2.64417 -2.32015 -0.69007  -0.200
C: 3.91663 -1.67519 -1.26364  -0.168
C: 4.37298 -0.36797 -0.58399  -0.231
C: 4.66712 0.75994 -1.56858  -0.183
C: 3.45096 1.33559 -2.33482  -0.167
C: 2.05559 1.02949 -1.77280  -0.191
C: 1.29515 2.26980 -1.27867  -0.176
C: 1.90683 2.82105 0.00752  -0.199
N: 2.04992 1.82563 1.10719  -0.116
C: 0.92994 1.35038 1.69710  -0.419
N: 1.09212 0.47320 2.74923  0.145
N: -0.31252 1.67237 1.27215  0.154
C: -1.48405 1.27169 2.06159  -0.214
O: -2.57754 1.70523 1.32195  -0.111
C: -3.81078 1.36830 1.95783  -0.146
C: -4.35389 0.00286 1.51834  -0.195
O: -5.39210 0.11014 0.58848  -0.123
C: -5.00577 0.07889 -0.77852  -0.162
C: -5.69932 -1.05486 -1.52754  -0.191
O: -6.01853 -0.57863 -2.82219  -0.159
C: -7.20593 -1.14417 -3.35840  -0.271
C: -8.43888 -0.38543 -2.88667  -0.068
P: 3.25703 2.31993 2.45917  0.888
N: 4.01259 3.71838 1.92095  -0.145
O: 4.47371 1.28659 2.16972  -0.264
H: 3.03346 -5.54593 2.18891  0.072
H: 1.57726 -4.69047 1.74071  0.069
H: 2.46077 -4.25748 3.23300  0.071
H: 4.11993 -3.13169 2.12337  0.102
H: 3.97820 -4.06006 0.62305  0.103
H: 1.53574 -2.58568 1.10155  0.099
H: 2.86099 -1.45970 1.31737  0.068
H: 2.61365 -3.34581 -1.05975  0.116
H: 1.76328 -1.83429 -1.10886  0.097
H: 3.76712 -1.45707 -2.32043  0.114
H: 4.73335 -2.39188 -1.20283  0.113
H: 3.61714 -0.01199 0.11775  0.038
H: 5.26840 -0.56459 0.00557  0.122
H: 5.20493 1.56196 -1.05950  0.101
H: 5.38011 0.38106 -2.30142  0.114
H: 3.57493 2.41894 -2.37776  0.103
H: 3.48770 1.01891 -3.37354  0.110
H: 2.04479 0.30494 -0.96535  0.071
H: 1.44234 0.60310 -2.56573  0.120
H: 0.24559 2.00463 -1.19366  0.101
H: 1.35684 3.05312 -2.03379  0.124
H: 2.91275 3.15651 -0.22873  0.098
H: 1.36957 3.71193 0.35003  0.122
H: 1.38105 -0.47286 2.58046  0.097
H: 0.88040 0.78960 3.67721  0.115
H: -0.40900 2.64637 0.99652  0.152
H: -1.50409 0.19018 2.19257  0.138
H: -1.46553 1.76931 3.03692  0.141
H: -3.68841 1.35544 3.04478  0.122
H: -4.54784 2.13221 1.73218  0.139
H: -3.51286 -0.58794 1.14017  0.124
H: -4.74087 -0.51536 2.39474  0.129
H: -3.92573 -0.02280 -0.88935  0.121
H: -5.30773 1.00668 -1.26114  0.132
H: -6.59000 -1.37441 -0.98647  0.123
H: -5.03372 -1.91521 -1.63811  0.126
H: -7.28582 -2.19323 -3.06260  0.115
H: -7.13725 -1.10606 -4.44189  0.117
H: -8.44727 -0.33684 -1.80116  0.070
H: -8.42167 0.62071 -3.29867  0.076
H: -9.33654 -0.87903 -3.25330  0.077
H: 4.77757 3.57978 1.26715  0.059
H: 3.39534 4.46390 1.63005  0.046
H: 4.19105 0.62901 1.52048  0.001

Calculated values
* charge: +1
* HOMO level: -11.3247 eV
* molar mass: 423.6 g mol⁻¹
* calculated total energy: -43849.2783 eV
* max |F|: 1.8 eV/Å
* SMILES: CCCCCCCCCCCN(/C(N)=[NH+]/COCCOCCOCC)P(N)O



Entry 2:
A molecular structure, C19H44O35S8. Source: the OMol25 dataset; level of theory: ωB97M-V/def2-TZVPD.

Each line ends with the Löwdin charge.
Element x y z (Å)
C: 5.30051 0.82143 -2.42950  -0.144
O: 5.59545 0.66970 -3.80944  -0.120
H: 6.23433 0.97737 -1.90028  0.078
H: 4.57417 1.60545 -2.20962  0.075
H: 4.84024 -0.09751 -2.08733  0.078
H: 6.04007 1.47473 -4.01503  0.060
C: 0.74792 -2.51409 -4.90044  -0.162
O: 0.84645 -1.65197 -3.77557  -0.122
H: 1.61410 -3.19611 -5.12732  0.091
H: -0.24411 -3.03883 -5.00284  0.090
H: 0.64896 -1.91098 -5.81699  0.063
H: 0.25820 -1.93583 -3.06550  0.045
C: -4.20073 -0.04057 2.23227  -0.123
O: -4.09014 -0.63171 0.94140  -0.136
H: -3.73386 -0.76460 2.92941  0.084
H: -3.70482 0.88662 2.19548  0.043
H: -5.28549 0.10988 2.41125  0.091
H: -4.29451 0.01933 0.29727  0.002
C: 2.26381 -0.69214 3.70640  -0.156
C: 3.33330 -1.33775 2.83988  -0.199
O: 4.32101 -0.33582 2.66190  -0.182
S: 4.24866 0.70520 3.94599  0.670
O: 3.72242 1.93679 3.40247  -0.247
O: 5.35997 0.66040 4.84783  -0.224
O: 3.02611 0.02577 4.73784  -0.190
H: 1.69485 -1.39547 4.26284  0.110
H: 1.63961 0.00454 3.13215  0.108
H: 2.89981 -1.69450 1.84833  0.126
H: 3.81441 -2.18088 3.32707  0.116
C: 3.50435 -6.11085 2.55957  -0.126
C: 3.68991 -4.90000 1.63791  -0.199
O: 2.42656 -4.43865 1.29357  -0.191
S: 1.31846 -4.77413 2.37664  0.606
O: 0.17024 -5.23799 1.68574  -0.196
O: 1.33359 -3.65618 3.23543  -0.211
O: 2.14007 -6.00301 2.99999  -0.202
H: 4.19864 -6.13121 3.47396  0.161
H: 3.50993 -7.02581 1.96059  0.130
H: 4.18285 -5.13794 0.69951  0.134
H: 4.34359 -4.11646 2.08142  0.127
C: -2.75810 2.02620 6.62091  -0.191
C: -2.15411 0.80529 7.40262  -0.122
O: -0.85408 0.59690 6.76098  -0.190
S: -1.15165 0.69733 5.21219  0.619
O: -1.72578 -0.52942 4.71643  -0.230
O: -0.04662 1.31383 4.59735  -0.199
O: -2.29104 1.87600 5.33432  -0.176
H: -2.38824 2.98594 7.07023  0.148
H: -3.82356 1.93356 6.72275  0.123
H: -2.70914 -0.11228 7.19574  0.120
H: -1.97641 0.82782 8.47561  0.134
C: 1.17680 3.98536 0.27077  -0.130
C: 1.36196 3.50558 1.69040  -0.115
O: 0.04187 3.63965 2.35338  -0.167
S: -1.05687 3.52434 1.21037  0.544
O: -1.66980 4.79409 1.12506  -0.213
O: -1.81723 2.34885 1.31782  -0.199
O: -0.09515 3.36189 -0.02267  -0.220
H: 1.91744 3.55511 -0.40734  0.131
H: 1.14696 5.08060 0.06246  0.147
H: 2.08374 4.03167 2.30808  0.140
H: 1.67054 2.50230 1.59594  0.093
C: -5.50353 -1.84353 -2.11441  -0.146
C: -5.49653 -3.28516 -2.65386  -0.108
O: -4.15712 -3.54566 -3.20158  -0.189
S: -3.24828 -2.33726 -2.89293  0.612
O: -3.29075 -1.47211 -4.05158  -0.221
O: -1.97603 -2.83307 -2.37881  -0.238
O: -4.11789 -1.68832 -1.72008  -0.213
H: -6.22108 -1.74138 -1.26045  0.158
H: -5.74392 -1.09144 -2.80647  0.094
H: -6.19196 -3.34622 -3.55792  0.158
H: -5.70265 -3.99827 -1.82687  0.141
C: -2.09338 3.33522 -2.70851  -0.094
C: -3.15824 4.23423 -2.13500  -0.122
O: -4.39384 3.55124 -2.50354  -0.161
S: -4.17030 2.04622 -2.28930  0.503
O: -4.85049 1.36678 -3.30143  -0.193
O: -4.44782 1.64354 -0.94465  -0.231
O: -2.63418 2.01676 -2.33946  -0.177
H: -1.14061 3.40164 -2.14462  0.131
H: -2.03873 3.42945 -3.80423  0.145
H: -3.29931 5.22887 -2.54538  0.143
H: -3.00592 4.28172 -1.04501  0.121
C: -0.66169 -0.59840 1.10874  -0.090
C: -0.92607 -1.29444 -0.23852  -0.101
O: -0.12313 -0.56102 -1.23270  -0.171
S: 1.14750 -0.15974 -0.46775  0.526
O: 1.72871 0.94640 -1.16112  -0.222
O: 2.00903 -1.29582 -0.25132  -0.228
O: 0.50118 0.23044 0.87111  -0.199
H: -0.41841 -1.27070 1.89245  0.121
H: -1.41272 0.10499 1.42293  0.095
H: -1.97782 -1.26885 -0.46379  0.095
H: -0.55723 -2.32974 -0.24009  0.134
C: 1.44205 1.21657 -4.66499  -0.132
C: 2.70722 0.60717 -5.32368  -0.119
O: 2.97792 1.53760 -6.44456  -0.205
S: 2.88094 3.01358 -5.75412  0.596
O: 2.55138 3.78440 -6.88930  -0.228
O: 4.05633 3.36449 -5.03663  -0.231
O: 1.73047 2.62972 -4.71901  -0.207
H: 1.38873 1.10639 -3.61376  0.088
H: 0.54769 0.88630 -5.20991  0.137
H: 2.55934 -0.34262 -5.88767  0.137
H: 3.56074 0.64317 -4.66786  0.089

Calculated values
* relative energy (zero: lowest compared OMol25 entry of this formula, charge and spin): 0.0 kcal per mole
* charge: 0
* HOMO level: -10.0477 eV
* molar mass: 1089.1 g mol⁻¹
* calculated total energy: -178751.2143 eV
* max |F|: 3.7 eV/Å



Entry 3:
3 unconnected molecules or ions with the total composition C19H45BClO12P2. Source: the OMol25 dataset; level of theory: ωB97M-V/def2-TZVPD.

Each line ends with the Löwdin charge.
Element x y z (Å)
C: -6.35712 8.01051 -0.65033  -0.076
C: -6.32631 7.02953 0.51972  -0.294
O: -5.87444 5.75132 0.11969  -0.153
C: -4.87186 5.20927 0.97192  -0.195
C: -3.50782 5.56193 0.38528  -0.222
O: -2.47819 5.07184 1.20567  -0.163
C: -1.31174 5.91259 1.21386  -0.127
B: -0.65440 6.18458 -0.23941  -0.772
O: -0.41939 5.06284 -1.16415  -0.089
C: 0.20297 5.74221 -2.26155  -0.175
C: 0.73159 7.11192 -1.67948  -0.709
Cl: -0.05485 8.61514 -2.38095  0.510
O: 0.63819 6.93663 -0.33270  -0.041
H: -5.44164 7.97195 -1.23604  0.078
H: -6.42863 9.02432 -0.24653  0.069
H: -7.25587 7.83697 -1.24054  0.065
H: -5.69602 7.46983 1.29730  0.112
H: -7.34451 6.91004 0.90905  0.112
H: -5.02163 4.12893 1.01996  0.120
H: -4.94691 5.58833 1.99672  0.119
H: -3.44259 5.04892 -0.58080  0.135
H: -3.48721 6.64564 0.24835  0.119
H: -0.58046 5.39116 1.84965  0.100
H: -1.50970 6.86983 1.71653  0.104
H: -1.45885 6.94446 -0.81661  0.094
H: -0.62183 5.90042 -2.96223  0.105
H: 1.01153 5.09606 -2.60505  0.113
H: 1.78579 7.29174 -1.89327  0.089
O: -1.59698 -1.19870 2.02655  -0.226
P: -0.97138 -0.83135 0.73656  0.509
O: -0.80076 -2.20803 -0.11185  -0.208
C: -1.96690 -2.86182 -0.61248  -0.289
C: -2.48785 -2.20360 -1.87886  -0.082
O: 0.59040 -0.62072 1.19483  -0.218
C: 0.94013 -0.38712 2.55569  -0.305
C: 1.41297 -1.66455 3.22002  -0.077
O: -0.79161 0.15771 -0.50947  -0.195
C: -0.87303 1.61032 -0.29508  -0.212
C: 0.46782 2.22066 0.03473  -0.058
H: -2.74269 -2.88823 0.15879  0.111
H: -1.67694 -3.89149 -0.82710  0.106
H: -2.87620 -1.20579 -1.67104  0.070
H: -3.29124 -2.79831 -2.31707  0.075
H: -1.68689 -2.09299 -2.60954  0.080
H: 0.10968 0.05737 3.10301  0.107
H: 1.75034 0.34571 2.55331  0.112
H: 0.68153 -2.46444 3.10448  0.073
H: 1.59252 -1.50423 4.28465  0.073
H: 2.34118 -2.00863 2.75937  0.071
H: -1.60785 1.83442 0.47961  0.120
H: -1.24150 2.03029 -1.22840  0.119
H: 0.71200 2.09453 1.09044  0.066
H: 0.43953 3.29194 -0.16884  0.067
H: 1.27087 1.76137 -0.54278  0.087
O: 3.95817 -6.22547 1.60480  -0.219
P: 3.47722 -6.51055 0.23766  0.502
O: 3.68116 -8.09534 -0.02260  -0.193
C: 2.89271 -9.02996 0.71765  -0.282
C: 1.48959 -9.16576 0.15217  -0.084
O: 4.68644 -5.92334 -0.69256  -0.211
C: 5.62606 -4.98178 -0.17442  -0.300
C: 6.91080 -5.66969 0.23682  -0.076
O: 2.38067 -6.28955 -0.92127  -0.193
C: 1.81638 -4.96206 -1.12216  -0.235
C: 2.63267 -4.14325 -2.10339  -0.063
H: 2.86073 -8.74019 1.77203  0.111
H: 3.40977 -9.98708 0.65357  0.115
H: 0.91819 -8.24730 0.29525  0.067
H: 0.95563 -9.97975 0.64472  0.075
H: 1.52681 -9.36074 -0.91930  0.081
H: 5.19860 -4.41772 0.65392  0.106
H: 5.83352 -4.26767 -0.97496  0.112
H: 6.71624 -6.49229 0.92444  0.075
H: 7.59038 -4.96362 0.71685  0.076
H: 7.40889 -6.09275 -0.63718  0.074
H: 1.71352 -4.44430 -0.16699  0.119
H: 0.81556 -5.11507 -1.52263  0.111
H: 3.49688 -3.69208 -1.61877  0.064
H: 2.02873 -3.33091 -2.50809  0.081
H: 2.99939 -4.76499 -2.91914  0.087

Calculated values
* relative energy (zero: lowest compared OMol25 entry of this formula, charge and spin): 0.0 kcal per mole
* charge: -1
* HOMO level: -4.6129 eV
* molar mass: 573.8 g mol⁻¹
* calculated total energy: -76784.1069 eV
* max |F|: 6.3 eV/Å